This record from the OMol25 dataset describes a molecular structure, C40H30F6GeIN4O10S2Zr at a distorted geometry. The level of theory is ωB97M-V/def2-TZVPD.

```
95
Properties=species:S:1:pos:R:3:forces:R:3
Zr 0.828 -1.192 -0.089 -0.185 1.233 -0.283
O -1.127 -3.086 3.018 0.177 0.250 -0.480
C -0.810 -2.468 1.827 -0.663 0.138 0.215
O 0.387 -1.816 1.782 -2.346 -0.681 1.186
C -1.655 -2.365 0.767 0.607 0.028 0.669
C -2.777 -3.196 0.404 -0.320 -0.128 -0.217
C -3.141 -3.280 -0.896 0.025 -0.110 0.652
C -2.403 -2.564 -1.906 0.614 0.753 -0.114
C -1.468 -1.664 -1.506 -1.012 -0.444 -0.776
N -1.226 -1.383 -0.182 -0.743 -0.910 0.328
C -0.534 -0.886 -2.393 -0.846 -0.186 -1.942
O -0.543 -0.975 -3.606 -0.026 -0.029 0.491
O 0.295 -0.129 -1.714 -0.438 0.628 -0.665
H -0.393 -2.900 3.617 0.032 -0.100 -0.071
H -3.246 -3.781 1.180 -0.175 -0.084 0.038
H -3.958 -3.917 -1.207 -0.024 -0.068 0.099
H -2.584 -2.742 -2.954 0.126 0.063 -0.109
F 1.464 -4.026 2.805 -0.003 0.257 0.157
C 2.084 -3.630 1.692 -0.205 -1.518 0.181
F 1.248 -3.833 0.671 0.738 0.039 0.463
F 3.114 -4.473 1.552 -0.293 0.216 -0.055
S 2.807 -1.899 2.052 1.946 -1.208 2.263
O 2.487 -0.826 1.105 0.305 0.808 0.686
O 2.516 -1.644 3.420 0.084 -0.027 0.057
N 4.350 -2.208 1.844 0.098 0.303 -0.002
S 4.576 -2.225 0.275 1.587 -0.406 -0.356
O 5.216 -1.065 -0.254 0.374 0.125 0.103
O 3.359 -2.660 -0.355 0.194 -0.732 -0.800
C 5.834 -3.614 -0.011 0.264 -0.216 -0.027
F 6.303 -3.550 -1.260 -0.384 0.331 0.043
F 6.890 -3.523 0.803 -0.225 0.380 0.230
F 5.302 -4.817 0.158 -0.264 0.080 0.060
C 0.332 0.990 0.754 -0.275 -0.399 -2.502
Ge -1.491 1.305 -0.021 -0.746 1.948 0.382
C -1.453 3.352 0.297 -0.078 -0.633 -0.091
C -0.653 3.959 1.261 0.027 -0.157 0.005
C -0.630 5.333 1.434 0.088 0.081 0.134
C -1.421 6.143 0.639 -0.008 0.151 -0.030
C -2.237 5.564 -0.318 -0.085 0.087 -0.072
C -2.249 4.189 -0.479 -0.087 -0.130 -0.013
C -1.973 1.390 -1.966 0.137 -0.063 0.886
C -3.180 0.914 -2.451 -0.056 0.049 0.288
C -3.503 1.052 -3.791 -0.152 0.009 -0.160
C -2.625 1.673 -4.659 -0.084 -0.062 -0.011
C -1.420 2.159 -4.180 0.110 0.173 -0.014
C -1.103 2.027 -2.842 0.087 0.129 0.073
C -3.128 0.870 1.098 0.723 0.055 -0.536
C -3.444 1.672 2.191 0.144 0.084 -0.142
C -4.499 1.350 3.025 -0.074 0.083 0.163
C -5.269 0.227 2.773 -0.057 -0.033 0.049
C -4.992 -0.554 1.666 -0.151 -0.053 0.001
C -3.931 -0.231 0.836 0.081 -0.006 -0.132
H 1.031 1.684 0.283 -0.181 0.146 0.296
H -0.026 3.355 1.902 0.117 -0.034 0.030
H 0.014 5.774 2.184 0.018 0.010 0.048
H -1.397 7.218 0.760 -0.005 0.062 0.011
H -2.857 6.187 -0.948 -0.061 0.050 -0.044
H -2.889 3.744 -1.229 -0.091 0.050 -0.149
H -3.879 0.442 -1.777 -0.073 -0.091 -0.015
H -4.443 0.663 -4.153 -0.093 -0.031 -0.048
H -2.876 1.777 -5.706 0.003 -0.025 -0.062
H -0.725 2.636 -4.856 0.081 0.046 -0.029
H -0.159 2.398 -2.464 0.071 0.039 -0.116
H -2.847 2.552 2.387 0.025 0.101 0.096
H -4.719 1.974 3.881 -0.010 0.065 0.058
H -6.079 -0.039 3.438 -0.073 0.006 0.032
H -5.595 -1.426 1.451 -0.022 -0.085 -0.033
H -3.714 -0.861 -0.011 -0.028 -0.084 -0.035
I 5.237 2.190 -4.670 -0.182 -0.207 0.121
C 4.085 0.591 -3.912 0.253 0.323 -0.185
C 3.638 0.640 -2.608 -0.198 0.029 0.473
C 2.901 -0.423 -2.107 0.090 -0.360 -0.608
C 2.622 -1.532 -2.902 -0.014 -0.136 0.086
C 3.093 -1.551 -4.210 -0.071 -0.064 0.182
C 3.821 -0.494 -4.724 0.002 -0.086 -0.126
C 1.857 -2.765 -2.412 1.090 -0.637 -2.040
O 2.054 -3.823 -2.983 -0.184 0.376 0.339
O 1.025 -2.602 -1.449 0.014 -0.916 -0.509
H 3.866 1.486 -1.977 0.035 0.029 0.019
H 2.594 -0.400 -1.063 0.787 0.424 -0.522
H 2.886 -2.420 -4.816 -0.039 -0.054 0.003
H 4.184 -0.529 -5.741 0.000 0.035 -0.018
N 2.620 1.874 1.990 -0.310 -0.180 0.154
C 1.602 1.320 2.765 0.106 0.315 -0.631
C 1.702 1.248 4.142 -0.373 -0.062 0.604
C 0.661 0.769 4.919 0.248 0.168 -0.634
C -0.477 0.332 4.253 0.037 0.060 0.067
C -0.539 0.403 2.887 0.076 -0.007 0.142
N 0.457 0.926 2.118 0.332 0.548 2.568
H 3.446 2.063 2.539 -0.025 -0.013 0.007
H 2.865 1.309 1.182 -0.098 0.156 0.063
H 2.619 1.580 4.603 0.133 -0.013 -0.013
H 0.746 0.716 5.991 0.022 0.006 0.123
H -1.328 -0.063 4.786 -0.079 -0.084 -0.025
H -1.400 0.033 2.352 0.109 0.028 0.015
```
Positions in Å, forces in eV/Å.

Properties
net charge = -1
electronic energy = -6331.065288 Eh
energy above the lowest of the compared OMol25 structures with the same formula, charge and spin = 148.6 kcal/mol
largest force on an atom = 3.220 eV/A

Table of Löwdin atomic charges, one value per atom, all in e:
1. Zr 1.79
2. O 0.07
3. C -0.41
4. O -0.33
5. C -0.22
6. C -0.04
7. C -0.09
8. C -0.01
9. C -0.25
10. N -0.11
11. C -0.60
12. O 0.12
13. O -0.26
14. H 0.10
15. H 0.11
16. H 0.10
17. H 0.11
18. F 0.14
19. C -0.61
20. F 0.14
21. F 0.12
22. S 0.68
23. O -0.49
24. O -0.23
25. N -0.27
26. S 0.64
27. O -0.24
28. O -0.33
29. C -0.64
30. F 0.14
31. F 0.13
32. F 0.15
33. C -0.33
34. Ge 1.10
35. C -0.24
36. C -0.12
37. C -0.10
38. C -0.11
39. C -0.10
40. C -0.11
41. C -0.28
42. C -0.10
43. C -0.08
44. C -0.09
45. C -0.07
46. C -0.11
47. C -0.24
48. C -0.12
49. C -0.09
50. C -0.10
51. C -0.08
52. C -0.11
53. H 0.07
54. H 0.08
55. H 0.09
56. H 0.09
57. H 0.10
58. H 0.09
59. H 0.09
60. H 0.10
61. H 0.10
62. H 0.10
63. H 0.11
64. H 0.09
65. H 0.10
66. H 0.09
67. H 0.10
68. H 0.07
69. I 0.80
70. C -0.71
71. C -0.13
72. C -0.07
73. C -0.11
74. C 0.01
75. C -0.14
76. C -0.56
77. O 0.10
78. O -0.18
79. H 0.10
80. H 0.05
81. H 0.12
82. H 0.09
83. N 0.15
84. C -0.30
85. C -0.02
86. C -0.05
87. C -0.03
88. C -0.05
89. N -0.09
90. H 0.10
91. H 0.08
92. H 0.12
93. H 0.11
94. H 0.12
95. H 0.10